a) C5H15N3O | ωB97M-V/def2-TZVPD

XYZ file:
```
24
Properties=species:S:1:pos:R:3
C 0.2017 0.0816 -1.3081
C 0.5692 -1.3834 -1.4379
C 1.3180 1.0236 -1.7238
C -1.1383 0.4324 -1.9298
H 0.1467 0.3073 -0.1442
H 1.0320 2.0666 -1.5784
H -1.4438 1.4494 -1.6770
H 1.5034 -1.5968 -0.9174
H 0.7029 -1.6402 -2.4947
H -0.2108 -2.0205 -1.0214
H 1.5489 0.8806 -2.7851
H 2.2215 0.8305 -1.1440
H -1.0630 0.3727 -3.0208
H -1.9209 -0.2634 -1.6230
C -0.4649 -0.3462 1.9362
N -0.2406 -0.5838 3.2097
N -1.5487 -0.8834 1.2337
O 1.5422 1.1096 2.8436
N 0.3628 0.4912 1.2560
H 1.1412 1.9884 2.8652
H -1.9998 -0.2497 0.5916
H -2.2065 -1.3823 1.8145
H -0.9860 -1.1017 3.6597
H 0.9327 0.4174 3.3953
```

Summary:
Molecular weight in g mol⁻¹: 133.19
Kohn-Sham gap (spin up / spin down) in Eh: 0.2940 / 0.2941

How positive or negative is each atom? The Löwdin charges in e answer that: atom 1 (C): -0.50, atom 2 (C): -0.08, atom 3 (C): -0.07, atom 4 (C): -0.08, atom 5 (H): 0.04, atom 6 (H): 0.08, atom 7 (H): 0.08, atom 8 (H): 0.08, atom 9 (H): 0.08, atom 10 (H): 0.07, atom 11 (H): 0.09, atom 12 (H): 0.08, atom 13 (H): 0.09, atom 14 (H): 0.07, atom 15 (C): -0.60, atom 16 (N): 0.04, atom 17 (N): 0.12, atom 18 (O): -0.08, atom 19 (N): 0.18, atom 20 (H): 0.06, atom 21 (H): 0.08, atom 22 (H): 0.09, atom 23 (H): 0.05, atom 24 (H): 0.05

=====

b) C5H15N3O | ωB97M-V/def2-TZVPD

XYZ file:
```
24
Properties=species:S:1:pos:R:3
C -1.7300 0.3353 1.3897
C -2.6634 1.0498 -1.7006
N -1.8681 0.1153 -0.9226
N -1.3846 -0.8042 1.8022
H -0.8824 0.2095 -1.1448
H -2.1433 -0.8425 -1.1116
H -2.1561 -1.4297 2.0140
H -0.9502 1.0614 1.2001
H -2.7525 0.7165 1.3504
H -3.7162 0.9432 -1.4285
H -2.5737 0.9101 -2.7855
H -2.3407 2.0633 -1.4586
C 2.0422 -1.1939 0.6031
C 3.0923 1.0833 0.1086
C 1.9962 0.0965 -0.1997
N 0.9143 -2.0786 0.4247
O 1.1541 0.3006 -1.0434
H 0.6747 -2.1203 -0.5618
H 0.1022 -1.7040 0.9214
H 2.9555 -1.7209 0.2907
H 2.1477 -0.9578 1.6638
H 2.9701 1.4455 1.1294
H 4.0639 0.5971 0.0379
H 3.0478 1.9246 -0.5790
```

Summary:
Molecular weight in g mol⁻¹: 133.19
Kohn-Sham gap in Eh: 0.3521

How positive or negative is each atom? The Löwdin charges in e answer that: atom 1 (C): -0.19, atom 2 (C): -0.17, atom 3 (N): -0.08, atom 4 (N): -0.02, atom 5 (H): 0.04, atom 6 (H): 0.09, atom 7 (H): 0.05, atom 8 (H): 0.06, atom 9 (H): 0.07, atom 10 (H): 0.07, atom 11 (H): 0.07, atom 12 (H): 0.07, atom 13 (C): -0.23, atom 14 (C): -0.02, atom 15 (C): -0.44, atom 16 (N): 0.00, atom 17 (O): 0.05, atom 18 (H): 0.06, atom 19 (H): 0.00, atom 20 (H): 0.12, atom 21 (H): 0.12, atom 22 (H): 0.09, atom 23 (H): 0.08, atom 24 (H): 0.08

=====

Which of the structures shown above is the most stable? The most stable is b).